(1)
Formula: C39H31N2O5P2PtSTe
Source: the Open Molecules 2025 dataset
Level of theory: the ωB97M-V functional and the def2-TZVPD basis

Structure (XYZ):
```
82
Properties=species:S:1:pos:R:3
Pt 0.147 0.260 -2.146
Te 0.658 -0.246 3.085
C 1.976 -1.898 3.118
C 1.512 -3.190 2.905
C 2.431 -4.228 2.869
N 3.741 -4.058 3.044
C 4.170 -2.822 3.278
C 3.334 -1.712 3.321
C 0.223 -0.393 1.015
P 1.227 0.466 -0.166
C 2.816 -0.358 -0.337
C 3.908 0.339 -0.852
C 5.108 -0.320 -1.059
C 5.220 -1.673 -0.763
C 4.129 -2.373 -0.268
C 2.925 -1.717 -0.062
C 1.599 2.115 0.472
C 0.847 3.215 0.074
C 1.060 4.461 0.643
C 2.041 4.617 1.612
C 2.816 3.531 1.996
C 2.599 2.284 1.431
P -1.378 -0.588 0.571
C -1.779 -1.623 -0.821
C -3.031 -1.533 -1.429
C -3.365 -2.414 -2.442
C -2.463 -3.395 -2.835
C -1.231 -3.509 -2.207
C -0.887 -2.628 -1.194
C -2.425 -1.162 1.907
C -3.264 -0.343 2.652
C -4.002 -0.880 3.697
C -3.910 -2.230 3.995
C -3.081 -3.055 3.245
C -2.344 -2.524 2.203
H 0.457 -3.390 2.763
H 2.100 -5.246 2.697
H 5.238 -2.705 3.424
H 3.749 -0.728 3.496
H 3.821 1.393 -1.088
H 5.958 0.221 -1.453
H 6.162 -2.183 -0.918
H 4.220 -3.425 -0.029
H 2.074 -2.253 0.340
H 0.136 3.114 -0.732
H 0.479 5.312 0.312
H 2.217 5.589 2.055
H 3.594 3.654 2.738
H 3.212 1.443 1.730
H -3.745 -0.777 -1.124
H -4.330 -2.337 -2.925
H -2.725 -4.080 -3.631
H -0.537 -4.283 -2.507
H 0.070 -2.705 -0.692
H -3.335 0.713 2.434
H -4.651 -0.239 4.279
H -4.489 -2.643 4.810
H -3.014 -4.111 3.470
H -1.704 -3.169 1.612
O -2.206 0.863 0.269
C -2.139 1.680 -0.747
N -1.620 1.394 -1.911
S -1.666 2.849 -2.885
O -0.328 3.333 -2.972
O -2.450 2.594 -4.040
C -2.579 3.767 -1.697
C -3.098 5.039 -1.816
C -3.787 5.537 -0.717
C -3.957 4.776 0.438
C -3.445 3.490 0.529
C -2.752 2.999 -0.566
H -2.969 5.624 -2.717
H -4.202 6.535 -0.762
H -4.503 5.193 1.273
H -3.582 2.892 1.418
C 1.552 -1.073 -5.544
C 0.934 -0.661 -4.258
O 1.658 -0.592 -3.191
O -0.285 -0.348 -4.145
H 2.136 -0.235 -5.927
H 0.780 -1.330 -6.264
H 2.230 -1.908 -5.378
```

Calculated values
- Total charge: +1
- HOMO energy: -10.383 eV
- Energy above the lowest of the compared OMol25 structures with the same formula, charge and spin: 0.087 eV

(2)
Formula: C39H32ClFIN4O6Pb
Source: the Open Molecules 2025 dataset
Level of theory: the ωB97M-V functional and the def2-TZVPD basis

Structure (XYZ):
```
85
Properties=species:S:1:pos:R:3
Pb -1.135 0.428 -0.359
C -2.478 0.595 5.809
C -1.613 -0.558 5.370
N -1.041 -1.258 6.341
C -0.348 -2.354 6.038
C -0.242 -2.868 4.761
C 0.542 -4.151 4.558
O -0.226 -5.236 4.046
C -0.824 -2.139 3.706
C -0.784 -2.740 2.352
N -0.994 -2.157 1.239
C -0.923 -2.973 0.074
C 0.174 -3.795 -0.181
C 0.193 -4.616 -1.298
C -0.879 -4.625 -2.177
C -1.969 -3.793 -1.959
C -1.974 -2.961 -0.853
I -3.594 -1.659 -0.522
C -1.456 -0.936 4.027
O -1.999 -0.180 3.017
H -1.883 1.333 6.350
H -3.227 0.209 6.502
H -2.987 1.086 4.986
H 0.115 -2.871 6.876
H 1.006 -4.420 5.509
H 1.349 -3.987 3.843
H -0.780 -5.597 4.747
H -0.571 -3.809 2.353
H 1.010 -3.783 0.510
H 1.044 -5.263 -1.475
H -0.876 -5.280 -3.040
H -2.807 -3.794 -2.643
O 6.213 -0.813 -0.017
C 5.459 -0.931 1.168
C 4.032 -0.563 0.880
C 3.097 -0.519 1.909
C 1.790 -0.206 1.603
N 1.380 0.067 0.362
C 2.276 0.042 -0.627
C 3.609 -0.273 -0.407
C 1.766 0.291 -2.002
C 2.569 0.881 -2.961
C 2.077 1.065 -4.245
C 2.900 1.766 -5.301
O 3.995 2.490 -4.779
C 0.825 0.549 -4.542
C 0.085 -0.038 -3.535
N 0.508 -0.110 -2.265
H 7.128 -1.046 0.160
H 5.835 -0.275 1.957
H 5.477 -1.953 1.556
H 3.388 -0.721 2.936
H 1.029 -0.166 2.379
H 4.318 -0.316 -1.222
H 3.565 1.226 -2.717
H 2.247 2.396 -5.909
H 3.320 1.007 -5.961
H 3.685 3.321 -4.410
H 0.410 0.622 -5.540
H -0.898 -0.438 -3.732
F -0.469 4.961 1.938
C -0.842 3.710 2.248
C 0.038 2.897 2.931
C -0.333 1.593 3.235
C -1.583 1.133 2.854
C -2.470 1.973 2.197
C -2.101 3.273 1.887
H 1.011 3.282 3.216
H 0.354 0.950 3.773
H -3.473 1.617 1.978
H -2.781 3.940 1.369
Cl -4.047 5.412 -7.042
C -3.423 4.427 -5.764
C -3.886 3.127 -5.617
C -3.415 2.358 -4.565
C -2.488 2.883 -3.668
C -2.015 4.178 -3.848
C -2.478 4.954 -4.897
C -2.030 2.070 -2.502
O -1.220 2.569 -1.676
O -2.454 0.872 -2.374
H -4.619 2.734 -6.310
H -3.769 1.347 -4.419
H -1.287 4.573 -3.148
H -2.123 5.966 -5.041
```

Calculated values
- Total charge: +1
- HOMO energy: -11.023 eV
- Energy above the lowest of the compared OMol25 structures with the same formula, charge and spin: 0.696 eV

(3)
Formula: C39H32IrN3O5PSSe
Source: the Open Molecules 2025 dataset
Level of theory: the ωB97M-V functional and the def2-TZVPD basis

Structure (XYZ):
```
83
Properties=species:S:1:pos:R:3
Ir 1.022 -0.246 1.722
O 1.781 -0.943 -0.026
C 2.361 -2.095 -0.154
C 2.776 -2.442 -1.465
C 3.308 -3.674 -1.751
C 3.494 -4.630 -0.744
C 3.172 -4.291 0.544
C 2.624 -3.035 0.883
C 2.493 -2.744 2.285
N 2.090 -1.642 2.800
C 2.043 -1.490 4.263
C 1.402 -0.134 4.592
N 0.326 0.028 3.613
C -0.894 -0.077 3.985
C -1.955 -0.613 3.164
C -3.275 -0.555 3.644
C -4.275 -1.319 3.100
C -3.948 -2.217 2.076
C -2.669 -2.308 1.593
C -1.631 -1.485 2.091
O -0.442 -1.642 1.574
H 2.654 -1.681 -2.229
H 3.597 -3.904 -2.770
H 3.905 -5.602 -0.976
H 3.348 -5.001 1.346
H 2.825 -3.532 2.963
H 3.052 -1.535 4.675
H 1.453 -2.306 4.686
H 2.113 0.677 4.485
H 1.004 -0.134 5.609
H -1.114 0.072 5.043
H -3.486 0.100 4.482
H -5.287 -1.256 3.477
H -4.719 -2.853 1.655
H -2.413 -3.000 0.799
O 3.926 3.028 2.307
S 2.601 2.485 2.373
O 1.938 2.503 3.656
O 2.610 1.111 1.741
C 1.564 3.526 1.352
C 1.947 4.863 1.326
C 1.183 5.800 0.654
C 0.033 5.400 -0.013
C -0.335 4.068 -0.004
C 0.408 3.112 0.693
P -0.016 1.356 0.398
C -1.825 1.304 0.321
C -2.428 0.287 -0.412
C -3.808 0.207 -0.494
C -4.598 1.128 0.178
C -4.004 2.117 0.948
C -2.622 2.206 1.021
C 0.532 1.296 -1.347
C -0.347 1.370 -2.419
C 0.130 1.392 -3.723
C 1.492 1.371 -3.965
C 2.379 1.348 -2.896
C 1.906 1.313 -1.596
H 2.858 5.148 1.833
H 1.491 6.837 0.641
H -0.564 6.120 -0.557
H -1.204 3.758 -0.571
H -1.806 -0.443 -0.918
H -4.269 -0.585 -1.071
H -5.677 1.065 0.115
H -4.616 2.823 1.495
H -2.165 2.983 1.622
H -1.417 1.394 -2.264
H -0.571 1.423 -4.549
H 1.864 1.391 -4.982
H 3.448 1.354 -3.074
H 2.606 1.292 -0.773
Se -0.186 -2.352 -2.397
C -0.601 -2.021 -4.214
C 0.401 -1.806 -5.154
C 0.030 -1.533 -6.459
N -1.229 -1.446 -6.884
C -2.170 -1.651 -5.968
C -1.922 -1.944 -4.637
H 1.450 -1.835 -4.887
H 0.798 -1.366 -7.208
H -3.197 -1.580 -6.315
H -2.751 -2.106 -3.959
```

Calculated values
- Spin multiplicity: 2
- HOMO energy (spin up / spin down): -7.806 / -7.830 eV
- Energy above the lowest of the compared OMol25 structures with the same formula, charge and spin: 0.000 eV